Record 1
Below is a molecular structure, C24H27BrN2OTc, with properties calculated with the ωB97M-V functional and the def2-TZVPD basis.

Summary:
Kohn-Sham gap: 0.2001 Eh
ΔE to the lowest compared entry with this formula, charge and spin: 28.4 kcal per mole
HOMO level: -18.018 eV
charge: +3

```
56
C24H27BrN2OTc (the ωB97M-V functional and the def2-TZVPD basis)
Tc 0.3301 0.5028 0.0330
O 1.3530 -4.6679 -1.6664
C 0.6783 -3.5843 -1.2964
C -0.7280 -3.5208 -1.2863
C -1.3580 -2.3633 -0.9038
N -0.5845 -1.3221 -0.5190
C 0.6970 -1.4238 -0.5054
Br 2.3015 1.7392 -0.0564
C 1.4564 -2.4872 -0.9009
H 0.7765 -5.3898 -1.9374
H -1.3220 -4.3770 -1.5899
H -2.4343 -2.2580 -0.8983
H 2.5389 -2.5321 -0.8930
C -2.4943 6.2724 0.8282
C -2.2761 4.7787 1.0286
C -2.4563 4.1708 2.3199
C -2.3039 2.7950 2.6323
C -2.6216 2.2610 4.0205
C -1.9343 2.0016 1.6092
C -1.6693 2.5461 0.2590
C -1.8964 3.9812 0.0183
N -1.2044 1.6992 -0.6094
C -1.3284 1.6810 -2.1431
C -0.0567 1.0225 -2.6687
C -2.5577 0.7530 -2.3686
C -1.5252 2.9868 -2.9195
H -2.3362 6.8385 1.7493
H -3.5274 6.4486 0.5081
H -1.8347 6.6787 0.0569
H -2.7715 4.8315 3.1306
H -3.6362 2.5363 4.3325
H -1.9243 2.6889 4.7561
H -2.5370 1.1698 4.0640
H -1.9946 0.9274 1.7037
H -1.6408 4.4366 -0.9158
H 0.2043 0.0671 -2.1769
H 0.7988 1.6971 -2.6416
H -0.2308 0.7441 -3.7092
H -2.2856 -0.2952 -2.2556
H -2.8960 0.9161 -3.3906
H -3.3855 0.9903 -1.6953
H -0.7276 3.7136 -2.7341
H -2.5125 3.4383 -2.7759
H -1.4580 2.7132 -3.9703
C 0.2712 0.1359 1.7674
C 0.4088 -0.2437 3.0687
C -0.5877 -1.0452 3.7008
C -0.3660 -1.4528 4.9820
C 0.8236 -1.0717 5.6331
C 1.8041 -0.2795 5.0230
C 1.6148 0.1364 3.7358
H -1.4937 -1.3314 3.1643
H -1.0960 -2.0679 5.4919
H 0.9894 -1.4088 6.6560
H 2.7082 -0.0052 5.5617
H 2.3559 0.7489 3.2247
```

Record 2
Below is a molecular structure, C35H38BN4O2STi, with properties calculated with the ωB97M-V functional and the def2-TZVPD basis.

Summary:
Kohn-Sham gap (spin up / spin down): 0.2566 / 0.2647 Eh
ΔE to the lowest compared entry with this formula, charge and spin: 0.0 kcal per mole
HOMO level (spin up / spin down): -6.911 / -7.185 eV
2S+1: 2

```
82
C35H38BN4O2STi (the ωB97M-V functional and the def2-TZVPD basis)
Ti 0.2066 -0.3590 0.9030
C -3.6948 1.2028 0.6502
N -2.2874 1.5347 0.7371
C -1.9843 2.0762 2.0666
C -1.7622 2.3348 -0.3157
C -2.5690 3.0607 -1.1908
C -2.0078 3.8474 -2.1890
C -0.6267 3.9250 -2.3052
C 0.1751 3.1918 -1.4422
C -0.3738 2.3766 -0.4609
N 0.4484 1.5541 0.3573
C 1.4411 2.2068 1.1252
C 1.3430 3.5377 1.5335
C 2.3376 4.1208 2.3068
C 3.4465 3.3845 2.6998
C 3.5426 2.0531 2.3125
C 2.5463 1.4666 1.5475
N 2.5936 0.0780 1.1154
C 3.3646 -0.7788 2.0294
C 3.1912 0.0252 -0.2414
H -4.3456 2.0717 0.8228
H -3.9332 0.7828 -0.3272
H -3.9262 0.4560 1.4109
H -2.5368 3.0101 2.2434
H -2.2758 1.3450 2.8223
H -0.9218 2.2694 2.1787
H -3.6471 3.0196 -1.0913
H -2.6510 4.3971 -2.8645
H -0.1724 4.5425 -3.0699
H 1.2546 3.2256 -1.5374
H 0.4739 4.1156 1.2425
H 2.2337 5.1549 2.6126
H 4.2274 3.8339 3.2997
H 4.3995 1.4671 2.6200
H 4.4383 -0.5967 1.9246
H 3.0664 -0.5794 3.0544
H 3.1665 -1.8194 1.7957
H 4.2237 0.3845 -0.2040
H 3.1768 -0.9966 -0.6087
H 2.6156 0.6579 -0.9104
S -1.1598 -1.6961 4.9429
C 0.1067 -0.6156 5.3218
C 0.6766 -0.0841 4.2067
C 0.0929 -0.5493 2.9763
C -0.9213 -1.4256 3.2603
C -1.8308 -1.9252 2.2168
C -2.8509 -2.8500 2.4241
C -3.6586 -3.2140 1.3668
C -3.4427 -2.6604 0.1160
C -2.4031 -1.7719 -0.0171
N -1.6253 -1.3954 1.0035
H 0.3629 -0.4301 6.3569
H 1.4844 0.6373 4.2599
H -2.9949 -3.2687 3.4112
H -4.4570 -3.9312 1.5147
H -4.0437 -2.9291 -0.7416
H -2.1657 -1.3296 -0.9748
C 1.4635 -8.9222 -2.1389
C 0.6920 -8.3642 -0.9354
C -0.8029 -8.4804 -1.2334
C 1.0014 -9.2156 0.3034
C 1.1167 -6.9133 -0.6725
C 2.4691 -6.6229 -0.4440
C 2.9289 -5.3337 -0.1822
C 1.9825 -4.3351 -0.1564
O 2.1411 -2.9922 0.0884
B 0.8582 -2.3805 0.0350
O -0.0581 -3.4376 -0.2707
C 0.6574 -4.6014 -0.3742
C 0.1863 -5.8699 -0.6332
H 1.1674 -9.9589 -2.3265
H 2.5427 -8.9077 -1.9733
H 1.2548 -8.3378 -3.0391
H -1.0477 -9.5220 -1.4567
H -1.0923 -7.8769 -2.0976
H -1.4119 -8.1730 -0.3789
H 0.6696 -10.2476 0.1482
H 0.4898 -8.8179 1.1837
H 2.0726 -9.2345 0.5189
H 3.1951 -7.4274 -0.4657
H 3.9777 -5.1292 -0.0062
H -0.8724 -6.0295 -0.7941
```

Q: What is the formula in the second record?
A: C35H38BN4O2STi